Molecular formula: C3H2BrN2S
Method: DFT, ωB97M-V/def2-TZVPD

Positions of all 9 atoms, in Å:
1 N -0.31 0.01 -0.80
2 H 1.37 0.24 -1.49
3 C 0.98 0.33 -0.57
4 C -1.33 -0.47 -0.12
5 N -1.31 -0.73 1.21
6 C 1.67 0.96 0.38
7 S -2.44 -1.01 2.28
8 Br 3.57 1.35 0.00
9 H -2.20 -0.68 -0.88

Results
HOMO level (alpha / beta)   -3.55 / -3.66 eV
F_max   0.0783 hartree/bohr
Total charge   -1
Gap between HOMO and LUMO (alpha / beta)   5.32 / 5.47 eV
LUMO (alpha / beta)   1.78 / 1.81 eV
Energy relative to the best compared isomer or geometry (same formula, charge and spin)   98.5 kcal per mole
E_tot   -86997.314 eV

=====

Molecular formula: C3H2BrNO2
Method: DFT, ωB97M-V/def2-TZVPD

Positions of all 9 atoms, in Å:
1 H -0.50 0.20 0.82
2 C 0.04 -0.25 -0.01
3 C 1.06 -1.34 0.37
4 O -1.73 -1.47 -1.27
5 Br -2.80 -3.18 -2.21
6 C -0.69 -1.47 -0.63
7 N 0.24 -2.30 -0.22
8 H 0.37 0.49 -0.73
9 O 2.11 -1.38 0.90

Results
⟨S²⟩   2.008
HOMO level (alpha / beta)   -9.63 / -9.41 eV
F_max   0.0754 hartree/bohr
2S+1   3
Total charge   0
Gap between HOMO and LUMO (alpha / beta)   10.20 / 4.69 eV
LUMO (alpha / beta)   0.57 / -4.72 eV
Energy relative to the best compared isomer or geometry (same formula, charge and spin)   22.7 kcal per mole
E_tot   -78766.101 eV

=====

Molecular formula: C3H2CdO3
Method: DFT, ωB97M-V/def2-TZVPD

Positions of all 9 atoms, in Å:
1 Cd -2.78 -0.19 -0.11
2 O -1.36 1.03 -0.34
3 O -1.27 2.29 -2.25
4 C 0.07 4.18 -3.10
5 H 0.61 4.92 -3.65
6 H 0.72 3.15 -0.92
7 O 0.49 2.14 -0.73
8 C -0.70 3.25 -2.92
9 C -0.68 1.77 -1.03

Results
HOMO level   -17.58 eV
F_max   0.1195 hartree/bohr
Total charge   +2
Gap between HOMO and LUMO   4.07 eV
LUMO   -13.51 eV
Energy relative to the best compared isomer or geometry (same formula, charge and spin)   0.0 kcal per mole
E_tot   -13825.243 eV

=====

Molecular formula: C3H2Cl2F2
Method: DFT, ωB97M-V/def2-TZVPD

Positions of all 9 atoms, in Å:
1 F 3.10 0.41 0.80
2 C 1.14 -0.04 -0.41
3 C -1.39 0.04 -0.58
4 Cl -1.86 -1.22 0.46
5 F 1.58 -0.29 -1.62
6 H 1.24 0.51 1.62
7 C 1.75 0.31 0.69
8 H -1.42 -0.19 -1.64
9 Cl -1.81 1.61 -0.14

Results
HOMO level (alpha / beta)   -9.05 / -9.73 eV
F_max   0.0559 hartree/bohr
Total charge   0
Gap between HOMO and LUMO (alpha / beta)   8.26 / 9.02 eV
LUMO (alpha / beta)   -0.78 / -0.71 eV
Energy relative to the best compared isomer or geometry (same formula, charge and spin)   92.6 kcal per mole
E_tot   -33618.447 eV

=====

Molecular formula: C3H2Cl2FNO
Method: DFT, ωB97M-V/def2-TZVPD

Positions of all 10 atoms, in Å:
1 H 2.35 0.17 1.45
2 O 1.66 -0.32 -1.06
3 H 0.84 0.40 2.30
4 Cl -1.42 1.05 0.88
5 C 0.98 -0.03 0.00
6 C -1.33 -0.42 -1.17
7 Cl -3.06 -0.15 -1.42
8 C -0.57 0.08 -0.12
9 F -0.88 -1.23 -2.08
10 N 1.42 0.45 1.22

Results
HOMO level   -9.41 eV
F_max   0.1086 hartree/bohr
Total charge   0
Gap between HOMO and LUMO   9.55 eV
SMILES   NC(=O)/C(Cl)=C(\F)Cl
LUMO   0.13 eV
Energy relative to the best compared isomer or geometry (same formula, charge and spin)   37.9 kcal per mole
E_tot   -34441.421 eV

=====

Molecular formula: C3H2Cl2FO3
Method: DFT, ωB97M-V/def2-TZVPD

Positions of all 11 atoms, in Å:
1 C -0.45 -0.04 -0.12
2 F -2.22 -0.31 1.72
3 H -0.59 0.30 -1.25
4 O 0.20 0.89 0.67
5 Cl -2.66 1.45 -0.07
6 C -1.93 -0.18 0.43
7 O 1.02 -1.34 1.14
8 Cl -2.78 -1.44 -0.37
9 H 0.93 0.24 1.11
10 O -0.10 -2.51 -0.42
11 C 0.25 -1.47 0.21

Results
HOMO level   -4.83 eV
F_max   0.0713 hartree/bohr
Total charge   -1
Gap between HOMO and LUMO   8.23 eV
SMILES   O=C([O-])[C@H](O)C(F)(Cl)Cl
LUMO   3.40 eV
Energy relative to the best compared isomer or geometry (same formula, charge and spin)   0.0 kcal per mole
E_tot   -37049.795 eV

=====

Molecular formula: C3H2ClF3
Method: DFT, ωB97M-V/def2-TZVPD

Positions of all 9 atoms, in Å:
1 C -0.13 1.16 -0.10
2 H 0.71 1.52 0.50
3 F 0.23 1.29 -1.41
4 F 0.01 -2.55 0.38
5 C 0.38 -1.30 0.10
6 Cl 1.99 -1.16 -0.42
7 F -1.72 -0.48 0.66
8 H -1.02 1.78 0.06
9 C -0.46 -0.27 0.22

Results
HOMO level   -9.83 eV
F_max   0.0140 hartree/bohr
Total charge   0
Gap between HOMO and LUMO   10.60 eV
SMILES   FC/C(F)=C(/F)Cl
LUMO   0.77 eV
Energy relative to the best compared isomer or geometry (same formula, charge and spin)   6.2 kcal per mole
E_tot   -23817.026 eV

=====

Molecular formula: C3H2ClFOS
Method: DFT, ωB97M-V/def2-TZVPD

Positions of all 9 atoms, in Å:
1 Cl -3.16 -0.48 -0.08
2 H -0.31 -0.92 -0.74
3 H 1.52 -1.30 1.04
4 O 3.35 -0.38 -0.01
5 S 0.90 1.21 -0.26
6 C 2.07 -0.34 0.23
7 C -0.54 0.04 -0.37
8 C -1.75 0.48 -0.12
9 F -2.09 1.69 0.30

Results
HOMO level   -9.48 eV
F_max   0.1617 hartree/bohr
Total charge   0
Gap between HOMO and LUMO   9.10 eV
LUMO   -0.38 eV
Energy relative to the best compared isomer or geometry (same formula, charge and spin)   50.0 kcal per mole
E_tot   -31262.920 eV

=====

Molecular formula: C3H2ClFS
Method: DFT, ωB97M-V/def2-TZVPD

Positions of all 8 atoms, in Å:
1 S 1.11 1.44 2.08
2 H 0.88 1.54 -0.35
3 H -0.30 -0.93 1.23
4 C -0.61 -0.70 -0.74
5 Cl -0.35 -0.18 -2.34
6 C -0.09 -0.31 0.40
7 C 0.61 1.01 0.58
8 F -1.25 -1.88 -0.86

Results
HOMO level   -9.11 eV
F_max   0.0467 hartree/bohr
Total charge   0
Gap between HOMO and LUMO   8.10 eV
SMILES   F/C(Cl)=C/C=S
LUMO   -1.01 eV
Energy relative to the best compared isomer or geometry (same formula, charge and spin)   3.7 kcal per mole
E_tot   -29216.997 eV

=====

Molecular formula: C3H2ClN
Method: DFT, ωB97M-V/def2-TZVPD

Positions of all 7 atoms, in Å:
1 H -0.45 -1.08 0.03
2 H -0.03 0.71 0.06
3 C 3.10 1.61 -0.02
4 Cl 2.64 -1.84 0.03
5 C 1.58 -0.61 0.04
6 C 0.32 -0.31 0.04
7 N 3.61 2.63 0.02

Results
HOMO level (alpha / beta)   -10.33 / -10.28 eV
F_max   0.0759 hartree/bohr
Total charge   0
Gap between HOMO and LUMO (alpha / beta)   7.73 / 7.65 eV
LUMO (alpha / beta)   -2.60 / -2.63 eV
Energy relative to the best compared isomer or geometry (same formula, charge and spin)   108.7 kcal per mole
E_tot   -17150.128 eV

=====

Molecular formula: C3H2ClN3O3
Method: DFT, ωB97M-V/def2-TZVPD

Positions of all 12 atoms, in Å:
1 N 1.77 -1.16 -0.10
2 Cl -3.19 -0.57 0.39
3 O 2.60 1.39 0.52
4 O 1.00 -2.27 -0.13
5 H -1.60 0.81 -0.99
6 O 0.65 2.15 0.01
7 N 1.44 1.23 0.12
8 N -0.35 -1.95 -0.16
9 H -1.26 0.95 0.69
10 C 1.06 -0.11 -0.09
11 C -1.61 0.23 -0.03
12 C -0.50 -0.69 -0.22

Results
HOMO level   -11.54 eV
F_max   0.1226 hartree/bohr
Total charge   0
Gap between HOMO and LUMO   9.83 eV
SMILES   O=[N+]([O-])c1nonc1CCl
LUMO   -1.70 eV
Energy relative to the best compared isomer or geometry (same formula, charge and spin)   102.2 kcal per mole
E_tot   -26271.745 eV

=====

Molecular formula: C3H2ClNO
Method: DFT, ωB97M-V/def2-TZVPD

Positions of all 8 atoms, in Å:
1 C 0.39 1.52 -0.50
2 O -2.62 -1.51 -0.17
3 H 0.41 0.58 1.27
4 C 0.52 0.18 0.38
5 H 1.53 -0.29 0.26
6 C -1.54 -1.11 0.06
7 Cl 1.70 1.58 -1.52
8 N -0.39 -0.94 0.23

Results
HOMO level   -9.49 eV
F_max   0.1168 hartree/bohr
Total charge   0
Gap between HOMO and LUMO   8.22 eV
LUMO   -1.27 eV
Energy relative to the best compared isomer or geometry (same formula, charge and spin)   78.9 kcal per mole
E_tot   -19199.223 eV

=====

Molecular formula: C3H2ClNO
Method: DFT, ωB97M-V/def2-TZVPD

Positions of all 8 atoms, in Å:
1 O 2.15 -1.97 -0.32
2 Cl 1.92 1.66 -0.33
3 N -2.38 0.28 0.70
4 H -2.96 0.05 -1.42
5 H 0.71 0.51 1.13
6 C 1.80 -0.96 0.12
7 C -2.72 0.22 -0.41
8 C 1.47 0.21 0.53

Results
HOMO level   -9.19 eV
F_max   0.0734 hartree/bohr
Total charge   0
Gap between HOMO and LUMO   9.15 eV
SMILES   O=C=CCl.C#N
LUMO   -0.04 eV
Energy relative to the best compared isomer or geometry (same formula, charge and spin)   41.6 kcal per mole
E_tot   -19200.838 eV

=====

Molecular formula: C3H2ClNO2
Method: DFT, ωB97M-V/def2-TZVPD

Positions of all 9 atoms, in Å:
1 C -0.49 0.41 0.58
2 O 1.77 3.33 1.09
3 H 0.90 -0.27 -0.77
4 C 1.32 2.27 0.81
5 N 0.83 0.10 0.18
6 C -0.72 1.58 1.11
7 H -1.13 -0.45 0.41
8 O 1.74 1.19 0.26
9 Cl -1.97 2.43 1.82

Results
HOMO level   -9.08 eV
F_max   0.1001 hartree/bohr
Total charge   0
Gap between HOMO and LUMO   9.80 eV
LUMO   0.71 eV
Energy relative to the best compared isomer or geometry (same formula, charge and spin)   99.0 kcal per mole
E_tot   -21246.471 eV

=====

Molecular formula: C3H2ClNO2
Method: DFT, ωB97M-V/def2-TZVPD

Positions of all 9 atoms, in Å:
1 C 0.05 -0.80 0.94
2 H -0.35 -1.52 1.59
3 H 1.33 0.13 -0.56
4 O -0.96 0.13 0.80
5 O -1.62 2.07 -2.11
6 N -0.73 1.11 -0.16
7 C -1.33 1.52 -1.13
8 Cl 2.42 -1.89 0.38
9 C 1.18 -0.75 0.25

Results
HOMO level   -9.29 eV
F_max   0.0629 hartree/bohr
Total charge   0
Gap between HOMO and LUMO   9.64 eV
SMILES   O=C=NO/C=C/Cl
LUMO   0.35 eV
Energy relative to the best compared isomer or geometry (same formula, charge and spin)   82.1 kcal per mole
E_tot   -21247.205 eV

=====

Molecular formula: C3H2ClNO2S
Method: DFT, ωB97M-V/def2-TZVPD

Positions of all 10 atoms, in Å:
1 Cl 1.72 1.51 -1.76
2 H 0.01 -0.25 -2.03
3 C 0.22 0.66 -1.39
4 C 0.67 -0.42 1.99
5 S -1.50 -1.44 0.64
6 C -0.08 -0.72 1.05
7 H -0.46 1.72 0.00
8 N -0.62 0.89 -0.53
9 O 1.52 -0.09 2.73
10 O -1.48 -1.87 -0.69

Results
HOMO level (alpha / beta)   -9.42 / -9.42 eV
F_max   0.1068 hartree/bohr
Total charge   0
Gap between HOMO and LUMO (alpha / beta)   7.53 / 7.52 eV
LUMO (alpha / beta)   -1.89 / -1.89 eV
Energy relative to the best compared isomer or geometry (same formula, charge and spin)   50.2 kcal per mole
E_tot   -32082.011 eV

=====

Molecular formula: C3H2CoO2
Method: DFT, ωB97M-V/def2-TZVPD

Positions of all 8 atoms, in Å:
1 H -0.20 1.78 -0.63
2 C -0.11 0.76 -0.26
3 C 0.98 -0.08 -0.37
4 C -1.51 0.26 1.30
5 O -1.27 -0.02 -0.07
6 O 0.92 -1.35 -0.11
7 Co -0.77 -1.70 0.76
8 H 1.97 0.35 -0.61

Results
⟨S²⟩   6.014
HOMO level (alpha / beta)   -13.85 / -14.43 eV
F_max   0.0573 hartree/bohr
2S+1   5
Total charge   +1
Gap between HOMO and LUMO (alpha / beta)   7.41 / 7.08 eV
LUMO (alpha / beta)   -6.44 / -7.35 eV
Energy relative to the best compared isomer or geometry (same formula, charge and spin)   36.6 kcal per mole
E_tot   -44849.976 eV

=====

Molecular formula: C3H2CuO4
Method: DFT, ωB97M-V/def2-TZVPD

Positions of all 10 atoms, in Å:
1 C -0.87 -1.58 -1.40
2 O 1.13 -0.04 3.20
3 H -0.35 0.89 -0.08
4 O -1.73 -2.29 -1.70
5 Cu 0.31 1.88 -2.72
6 C 0.53 0.90 2.88
7 H 1.12 -1.25 -0.84
8 C 0.14 -0.80 -1.04
9 O -0.27 1.71 2.66
10 O -0.01 0.58 -0.96

Results
HOMO level   -13.50 eV
F_max   0.0413 hartree/bohr
Total charge   +1
Gap between HOMO and LUMO   6.97 eV
LUMO   -6.53 eV
Energy relative to the best compared isomer or geometry (same formula, charge and spin)   0.0 kcal per mole
E_tot   -55963.474 eV

=====

Molecular formula: C3H2ErO3
Method: DFT, ωB97M-V/def2-TZVPD

Positions of all 9 atoms, in Å:
1 O -3.36 -1.35 -0.62
2 Er -0.40 -0.18 4.45
3 O -1.25 -0.95 2.36
4 H -4.41 1.93 -1.50
5 O -1.04 -2.32 0.53
6 H -2.43 -1.79 -0.87
7 C -1.40 -1.63 1.40
8 C -3.98 0.95 -1.39
9 C -3.64 -0.18 -1.12

Results
⟨S²⟩   3.758
HOMO level (alpha / beta)   -23.31 / -21.09 eV
F_max   0.1184 hartree/bohr
2S+1   4
Total charge   +3
Gap between HOMO and LUMO (alpha / beta)   9.84 / 6.14 eV
LUMO (alpha / beta)   -13.47 / -14.95 eV
Energy relative to the best compared isomer or geometry (same formula, charge and spin)   5.7 kcal per mole
E_tot   -36868.642 eV

=====

Molecular formula: C3H2F11KNO14S5
Method: DFT, ωB97M-V/def2-TZVPD

Positions of all 37 atoms, in Å:
1 F 0.52 1.40 0.36
2 O -0.27 -1.67 3.25
3 K -0.20 -0.30 -1.51
4 O -2.32 1.65 -2.05
5 F 4.06 -3.35 -3.86
6 F -3.65 0.26 0.13
7 C 4.08 -2.72 -2.67
8 F 5.34 -2.29 -2.48
9 S 0.44 4.21 2.96
10 F 1.26 -4.34 1.00
11 O -0.39 3.56 0.12
12 H -2.73 -2.38 -1.16
13 O 0.01 -1.59 0.79
14 O 1.77 4.63 3.28
15 C 0.59 -3.87 2.06
16 O 3.48 -0.39 -3.74
17 O 2.02 3.22 0.67
18 F 1.17 -4.35 3.15
19 O -2.28 -2.16 -1.98
20 S 0.63 2.95 0.94
21 F 3.71 -3.60 -1.74
22 F -2.76 2.09 0.98
23 F -4.87 1.92 0.78
24 N 0.27 2.67 2.40
25 F -0.65 -4.38 1.97
26 O -0.48 5.21 2.47
27 O -4.74 1.74 -2.18
28 O 1.94 -1.57 2.24
29 O 2.80 -0.72 -1.36
30 F -0.19 3.98 4.43
31 H -2.93 -2.34 -2.67
32 S -3.54 2.24 -1.54
33 O -3.50 3.70 -1.43
34 S 2.89 -1.24 -2.72
35 O 1.63 -1.83 -3.19
36 C -3.70 1.61 0.21
37 S 0.57 -1.97 2.08

Results
HOMO level   -1.98 eV
F_max   0.1301 hartree/bohr
Total charge   -3
Gap between HOMO and LUMO   7.65 eV
LUMO   5.67 eV
Energy relative to the best compared isomer or geometry (same formula, charge and spin)   0.0 kcal per mole
E_tot   -133695.617 eV